# 1
The following is a quantum chemistry calculation of C41H47BN17OPbSe2 as an isolated structure, from the Open Molecules 2025 dataset.

Calculated values
**Net charge**: -1
**Calculated total energy**: -7617.38074 a.u.
**Orbital gap**: 7.38 eV
**HOMO**: -5.24 eV
**LUMO energy**: 2.13 eV
**Max |F|**: 0.62 eV Å⁻¹

```
110
Properties=species:S:1:pos:R:3:forces:R:3:lowdin_charge:R:1
Pb 0.5506 0.1430 0.8435 0.1282 0.2070 -0.0312 1.286
C -3.1394 -4.3986 1.5524 0.0481 0.0874 -0.0242 -0.029
C -1.8221 -3.7289 1.7847 0.0396 0.0374 -0.0556 -0.267
C -0.8322 -4.1175 2.6493 0.0896 -0.1337 0.0835 0.020
C 0.2018 -3.1786 2.4851 -0.0465 -0.0486 0.0433 -0.254
N -0.1457 -2.2776 1.5727 -0.3296 -0.1873 -0.0276 0.016
N -1.3938 -2.6170 1.1391 -0.0887 0.0162 0.0985 0.034
B -2.2069 -1.9145 0.0268 0.3460 0.1046 -0.1201 -0.516
N -1.4044 -1.9597 -1.3105 -0.3811 -0.0671 -0.0896 0.026
N -0.0559 -1.8779 -1.3458 -0.0485 0.2216 0.1210 0.078
C 0.3107 -2.1094 -2.5918 -0.0111 -0.2361 -0.3333 -0.270
C -0.8167 -2.3720 -3.3980 0.0546 0.0491 -0.0018 0.008
C -1.8919 -2.2851 -2.5443 0.2539 0.1183 0.0742 -0.279
C -3.3250 -2.5459 -2.8797 0.0840 0.0247 0.1234 -0.028
C 1.7243 -2.2239 -2.9928 -0.0039 -0.0288 0.0513 -0.160
C 2.1114 -2.0094 -4.3156 -0.0047 -0.0544 0.0012 -0.062
C 3.4276 -2.2021 -4.7076 -0.0083 -0.0673 0.0394 -0.104
C 4.3805 -2.6079 -3.7798 -0.0707 -0.0010 -0.0071 -0.102
C 4.0047 -2.8176 -2.4598 -0.0063 -0.0481 -0.0598 -0.113
C 2.6871 -2.6303 -2.0705 -0.0798 -0.0906 -0.0710 -0.085
N -2.7361 -0.4807 0.4290 -0.0534 -0.0491 0.2156 0.044
N -1.9772 0.5650 0.8835 -0.2299 -0.1443 -0.2871 0.018
C -2.8081 1.5832 1.1153 -0.0971 -0.1047 0.1139 -0.256
C -4.1231 1.1918 0.8319 -0.0590 0.1025 0.0341 0.007
C -4.0436 -0.1209 0.4306 0.1745 -0.0261 -0.1484 -0.269
C -5.2048 -1.0035 0.0964 0.0959 -0.0139 0.0968 -0.019
C -2.4269 2.8983 1.6673 -0.0140 -0.0193 0.0006 -0.166
C -3.1899 4.0228 1.3457 0.0216 0.0534 -0.0218 -0.064
C -2.8975 5.2593 1.8993 -0.0335 -0.0025 -0.0067 -0.088
C -1.8336 5.3937 2.7826 0.0098 -0.0667 -0.0142 -0.086
C -1.0775 4.2793 3.1153 0.0174 0.0552 0.0282 -0.062
C -1.3798 3.0417 2.5686 0.0311 -0.0886 0.0076 -0.026
C 1.4638 -3.1411 3.2501 -0.0205 0.0457 -0.0072 -0.160
C 2.5185 -2.2896 2.9281 -0.1043 0.0164 -0.0397 -0.052
C 3.6392 -2.2037 3.7395 0.0310 0.0008 0.0100 -0.078
C 3.7531 -3.0033 4.8674 -0.0601 -0.0051 -0.0207 -0.093
C 2.7334 -3.8938 5.1711 0.0196 0.0062 -0.0313 -0.087
C 1.6003 -3.9538 4.3759 0.0018 0.0268 0.0587 -0.033
H -3.2121 -5.2693 2.2029 0.0025 0.0130 0.0073 0.077
H -3.2433 -4.7299 0.5175 -0.0150 -0.0009 0.0416 0.079
H -3.9740 -3.7311 1.7761 0.0224 -0.0380 -0.0061 0.072
H -0.8687 -4.9710 3.3078 0.0381 0.0667 -0.0560 0.102
H -3.1905 -2.5656 -0.1490 -0.0530 0.0733 -0.0125 0.094
H -0.8418 -2.6274 -4.4476 0.0065 -0.0070 0.1075 0.104
H -3.3821 -2.9514 -3.8903 0.0027 0.0164 0.0332 0.079
H -3.9234 -1.6367 -2.8499 -0.0900 0.1024 0.0459 0.056
H -3.7777 -3.2617 -2.1930 -0.0073 0.0010 0.0076 0.073
H 1.3763 -1.6673 -5.0362 0.0119 -0.0365 0.0318 0.111
H 3.7152 -2.0295 -5.7382 -0.0142 0.0176 0.0240 0.100
H 5.4086 -2.7565 -4.0856 0.0018 0.0001 0.0065 0.096
H 4.7438 -3.1286 -1.7299 -0.0294 0.0106 -0.0145 0.099
H 2.3745 -2.8097 -1.0477 0.0259 -0.0170 0.0020 0.106
H -5.0240 1.7711 0.9603 0.0475 -0.0328 0.0469 0.112
H -6.1245 -0.4620 0.3196 0.0294 -0.0132 -0.0052 0.080
H -5.1960 -1.9228 0.6825 0.0007 0.0325 -0.0128 0.071
H -5.2237 -1.2831 -0.9528 0.0307 -0.0676 -0.1464 0.063
H -4.0108 3.9322 0.6428 -0.0061 0.0121 0.1179 0.094
H -3.5048 6.1197 1.6422 0.0371 -0.0164 -0.0136 0.097
H -1.5970 6.3600 3.2099 -0.0005 -0.0099 -0.0049 0.099
H -0.2517 4.3671 3.8109 0.0094 0.0041 -0.0521 0.105
H -0.8146 2.1691 2.8581 0.0364 -0.0368 0.0459 0.072
H 2.4555 -1.6725 2.0404 0.0192 0.0242 -0.0004 0.049
H 4.4239 -1.4976 3.4996 -0.0225 -0.0253 -0.0165 0.090
H 4.6202 -2.9210 5.5101 0.0106 -0.0171 -0.0145 0.096
H 2.8083 -4.5303 6.0444 -0.0114 0.0265 0.0043 0.097
H 0.7955 -4.6182 4.6624 0.0030 0.0316 -0.0297 0.100
C 5.0480 -1.0533 0.6478 -0.0794 0.1767 -0.1677 -0.389
Se 3.7039 -0.0657 -0.3919 0.5254 -0.1745 0.2864 0.803
C 4.6219 1.6643 -0.3046 -0.2445 0.0673 -0.0900 -0.512
C 4.2092 2.5296 -1.5062 -0.1623 -0.2235 0.2929 -0.534
Se 2.4191 2.0755 -2.1920 0.2402 0.3594 -0.1555 0.812
C 3.0728 1.0981 -3.7534 -0.0822 0.0512 0.1203 -0.410
H 5.2205 -0.5627 1.6026 -0.0005 -0.0133 0.0142 0.012
H 5.9765 -1.1054 0.0808 0.0085 -0.0295 0.0260 0.019
H 4.6612 -2.0559 0.8187 0.0155 -0.0092 0.0211 0.009
H 5.6878 1.4404 -0.3136 0.0586 0.0424 -0.0114 0.059
H 4.3733 2.1404 0.6416 -0.0721 0.0677 -0.0172 0.046
H 4.9019 2.3975 -2.3339 0.0085 0.0034 -0.0521 0.053
H 4.1800 3.5793 -1.2266 0.0236 0.0317 0.0437 0.048
H 3.7178 0.2788 -3.4391 -0.0529 0.0325 0.0285 -0.002
H 3.6138 1.7753 -4.4127 -0.0096 0.0328 0.0083 0.018
H 2.2010 0.6972 -4.2666 0.0279 0.0714 0.0643 -0.008
N 2.1798 1.9547 3.8338 0.0523 -0.1908 -0.0864 0.134
C 2.1210 2.7293 2.6900 0.0760 -0.0501 -0.0518 -0.528
N 2.6610 3.9345 2.6333 -0.0372 0.0914 -0.0505 0.016
N 2.4054 4.3472 1.3757 -0.0796 -0.0871 -0.0888 -0.097
N 1.7544 3.4393 0.7293 0.1187 -0.0201 -0.1752 -0.097
N 1.5627 2.3679 1.5361 0.0097 0.0992 0.2387 -0.121
C 1.2682 0.9591 4.1297 -0.0717 -0.0169 0.0370 -0.510
N 0.9946 0.6268 5.3747 -0.1349 -0.1464 0.1254 0.025
N 0.0582 -0.3444 5.2651 0.0423 0.0837 -0.1844 -0.083
N -0.2138 -0.5755 4.0315 0.1459 0.1004 0.0709 -0.065
N 0.5626 0.2350 3.2546 -0.0650 0.0927 -0.0329 -0.125
H 2.5161 2.4433 4.6473 0.0118 0.0123 0.0047 0.127
N -0.2012 1.1323 -3.0712 -0.3677 -0.1816 -0.0634 0.168
C -1.2762 1.4227 -2.7604 0.1234 0.2087 0.0450 -0.271
N -2.5052 1.8055 -2.3849 -0.0843 -0.1988 0.0260 -0.072
C -3.5604 1.5583 -3.3792 0.1098 0.1235 0.0104 -0.125
C -3.4922 2.6236 -4.4577 0.0143 0.1810 0.1087 -0.187
O -3.6235 3.9225 -3.8916 0.0063 -0.1246 0.0077 -0.131
C -2.5997 4.1909 -2.9339 -0.0484 -0.0942 -0.0885 -0.165
C -2.6123 3.1626 -1.8186 0.1710 -0.0013 -0.1333 -0.123
H -4.5153 1.6200 -2.8561 -0.0410 -0.0709 0.0424 0.129
H -3.4361 0.5623 -3.7992 0.0161 -0.0731 0.0095 0.119
H -4.3003 2.5108 -5.1797 -0.0103 0.0146 -0.0098 0.124
H -2.5302 2.5396 -4.9789 0.0209 0.0148 -0.0707 0.127
H -2.7971 5.1880 -2.5442 0.0319 0.0153 0.0065 0.128
H -1.6179 4.1843 -3.4231 0.0144 0.0324 -0.0437 0.131
H -3.5552 3.2076 -1.2758 0.0165 -0.0878 -0.0123 0.105
H -1.7925 3.3288 -1.1196 -0.0277 -0.0163 0.0076 0.138
```
Positions in Å, forces in eV/Å.

# 2
The following is a quantum chemistry calculation of C41H47N10ORhSSe as an isolated structure in a non-equilibrium geometry, from the Open Molecules 2025 dataset.

Calculated values
**Net charge**: +2
**Calculated total energy**: -5123.13402 a.u.
**Orbital gap (spin up / spin down)**: 4.72 / 4.65 eV
**HOMO (spin up / spin down)**: -11.39 / -11.38 eV
**LUMO energy (spin up / spin down)**: -6.67 / -6.73 eV
**Max |F|**: 1.36 eV Å⁻¹
**ΔE to the lowest compared entry with this formula, charge and spin**: 98.5 kJ/mol

```
102
Properties=species:S:1:pos:R:3:forces:R:3:lowdin_charge:R:1
Rh -0.1921 -1.1529 1.0896 -0.6587 0.7297 0.6116 1.136
C 4.9477 0.5730 5.6445 -0.0194 -0.0013 -0.0259 -0.027
C 5.0769 -0.6344 4.7022 0.0072 0.0011 0.0169 -0.555
C 6.3152 -0.4531 3.8243 -0.0110 -0.0016 0.0221 -0.055
C 5.2413 -1.9222 5.5267 -0.0298 -0.0065 -0.0492 -0.030
C 3.8043 -0.7477 3.8765 0.0180 0.0184 -0.0310 -0.121
C 2.5779 -1.0088 4.4892 0.0064 0.0095 0.0191 0.024
C 1.4412 -1.1437 3.7254 -0.0455 -0.0978 0.0415 -0.079
N 1.4454 -1.0346 2.3941 0.3238 0.1511 0.0700 -0.027
C 2.6051 -0.7427 1.7803 -0.0290 0.0382 -0.0664 -0.177
C 3.7825 -0.5939 2.4933 0.0799 -0.0045 -0.0374 0.074
C 2.5151 -0.5470 0.3078 0.0796 -0.0421 0.0627 -0.177
C 3.6255 -0.4026 -0.5006 0.0698 0.0102 0.0378 0.072
C 3.4925 -0.1781 -1.8706 0.0013 0.0108 0.0170 -0.118
C 2.1905 -0.0954 -2.3607 0.0446 -0.0031 0.0045 0.031
C 1.1150 -0.2638 -1.5184 -0.1832 0.0419 -0.1060 -0.091
N 1.2641 -0.5009 -0.2074 0.1392 0.0752 0.1617 -0.054
C 4.6839 -0.0407 -2.8040 0.0227 0.0042 -0.0294 -0.554
C 6.0145 -0.0937 -2.0536 -0.0159 -0.0181 -0.0132 -0.054
C 4.5902 1.3017 -3.5465 -0.0159 0.0018 0.0345 -0.030
C 4.6336 -1.1980 -3.8160 -0.0220 -0.0013 0.0265 -0.026
H 5.8065 0.6051 6.3157 -0.0047 0.0094 -0.0155 0.098
H 4.0459 0.5184 6.2562 0.0300 -0.0145 0.0202 0.083
H 4.9216 1.5071 5.0803 -0.0158 -0.0020 0.0138 0.094
H 7.2006 -0.4266 4.4591 -0.0043 0.0140 -0.0137 0.098
H 6.2873 0.4857 3.2668 0.0026 -0.0117 -0.0064 0.090
H 6.4399 -1.2817 3.1233 0.0143 0.0080 0.0110 0.095
H 6.1744 -1.8762 6.0883 -0.0174 0.0067 0.0067 0.097
H 5.2792 -2.7999 4.8784 0.0089 0.0017 0.0207 0.098
H 4.4296 -2.0583 6.2420 0.0116 0.0014 0.0008 0.083
H 2.4985 -1.1059 5.5630 0.0082 -0.0333 -0.0177 0.126
H 0.4881 -1.3643 4.1896 -0.0196 0.0111 -0.0173 0.115
H 4.6907 -0.3449 1.9668 -0.0071 -0.0293 0.0223 0.106
H 4.6073 -0.4768 -0.0597 -0.0113 0.0096 -0.0258 0.106
H 2.0003 0.0864 -3.4092 -0.0200 -0.0058 0.0174 0.125
H 0.0961 -0.1993 -1.8729 -0.0298 -0.0286 -0.0036 0.055
H 6.0970 0.7082 -1.3165 0.0142 -0.0050 -0.0023 0.093
H 6.8297 0.0317 -2.7658 -0.0005 -0.0002 0.0134 0.098
H 6.1646 -1.0541 -1.5556 0.0016 0.0111 0.0017 0.093
H 4.6585 2.1399 -2.8501 -0.0087 -0.0022 -0.0154 0.096
H 3.6609 1.3972 -4.1092 0.0175 -0.0078 -0.0096 0.078
H 5.4152 1.3818 -4.2548 -0.0063 0.0012 0.0146 0.098
H 4.6809 -2.1642 -3.3100 -0.0013 0.0081 -0.0155 0.097
H 5.4869 -1.1272 -4.4913 -0.0175 0.0043 0.0024 0.098
H 3.7242 -1.1707 -4.4180 0.0188 -0.0036 -0.0015 0.086
N 0.3896 2.1540 1.2700 0.2264 -0.1120 0.3575 0.208
C -0.5954 1.7990 2.0826 0.0552 0.1964 -0.2550 -0.433
N -1.1712 2.7341 2.8284 0.0465 -0.1997 -0.0674 0.202
C -2.1477 2.3249 3.6328 -0.0750 0.1532 0.0500 -0.407
N -2.7973 3.2363 4.3511 0.1015 -0.1143 0.0171 0.206
N -2.5349 1.0298 3.7906 -0.0091 -0.0208 -0.0340 0.206
C -1.9165 0.1819 3.0249 -0.2794 -0.1607 0.1684 -0.265
N -0.9704 0.4887 2.1216 0.5494 -0.7612 -0.5356 0.089
C -2.2103 -1.2627 3.1718 0.0482 0.2071 -0.0270 -0.188
C -3.1443 -1.7618 4.0542 -0.0625 0.0222 0.0772 0.034
C -3.2906 -3.1380 4.1534 0.0046 -0.0118 -0.0219 -0.002
C -2.4931 -3.9603 3.3729 -0.0074 0.0465 0.0198 -0.006
C -1.5845 -3.3830 2.5023 -0.0533 -0.0031 -0.0087 -0.073
N -1.4526 -2.0589 2.4099 0.0132 -0.2084 -0.2250 -0.047
H 0.6786 3.1164 1.2599 -0.0992 0.0462 -0.1019 0.130
H 0.8395 1.4780 0.6806 -0.0966 0.0658 -0.1792 0.064
H -2.4931 4.1940 4.3247 -0.0289 0.0254 -0.0224 0.125
H -3.4871 2.9421 5.0200 -0.0285 0.0095 -0.0135 0.124
H -3.7273 -1.0686 4.6434 -0.0051 -0.0209 0.0005 0.127
H -4.0165 -3.5655 4.8320 0.0067 0.0207 0.0025 0.128
H -2.5730 -5.0365 3.4282 0.0094 0.0055 -0.0224 0.126
H -0.9551 -3.9814 1.8587 0.0080 0.0006 -0.0395 0.126
C -0.5442 3.0826 -4.2061 -0.0157 0.0099 -0.0122 -0.040
N -1.6502 3.7973 -3.6004 0.0028 0.0184 -0.0368 -0.130
C -2.2276 4.9574 -4.0913 0.0744 -0.0920 -0.0274 -0.033
C -3.2268 5.2838 -3.2533 -0.0543 -0.0438 0.1058 -0.032
N -3.2547 4.3199 -2.2596 -0.0567 0.0136 -0.0017 -0.130
C -4.1774 4.2840 -1.1390 0.0003 0.0202 0.0028 -0.039
C -2.2827 3.4070 -2.4713 0.0512 0.1591 -0.0020 -0.730
Se -1.8955 1.9403 -1.4181 -0.0017 -0.0916 -0.0597 0.632
H -0.1412 3.6868 -5.0145 -0.0069 0.0080 0.0020 0.095
H -0.8830 2.1251 -4.5999 -0.0118 -0.0054 0.0026 0.089
H 0.2256 2.9011 -3.4584 0.0099 0.0120 0.0164 0.070
H -1.8824 5.4383 -4.9888 0.0202 -0.0262 0.0109 0.128
H -3.9160 6.1087 -3.2747 -0.0105 -0.0258 0.0171 0.128
H -4.9947 4.9715 -1.3391 0.0067 0.0068 -0.0130 0.095
H -3.6702 4.5734 -0.2195 0.0171 0.0010 -0.0037 0.091
H -4.5615 3.2738 -1.0216 -0.0080 -0.0100 -0.0152 0.071
C -8.6145 -1.8898 -4.5196 -0.0904 -0.0764 0.0407 -0.054
C -7.7138 -3.0741 -4.6799 0.2562 0.2137 -0.3231 -0.672
O -7.9012 -4.1803 -4.2994 -0.0915 -0.0901 0.1185 0.078
S -6.1411 -2.6615 -5.6363 -0.2311 -0.0083 0.0314 1.002
C -5.0692 -2.3783 -4.2767 0.1543 -0.0649 0.1973 -0.524
C -3.9561 -1.5511 -4.4997 -0.2775 -0.1473 -0.0713 -0.094
C -3.0506 -1.3197 -3.4939 0.0439 -0.0914 0.2932 -0.026
C -3.2325 -1.9000 -2.2252 -0.4079 -0.1238 -0.4061 -0.257
C -4.3471 -2.7298 -2.0092 0.3039 0.1875 0.0011 -0.010
C -5.2462 -2.9763 -3.0212 -0.0349 0.0590 -0.1975 -0.066
C -2.3173 -1.6481 -1.1890 0.9049 0.2260 0.9939 -0.109
C -1.4851 -1.4529 -0.3014 -0.6732 -0.1538 -0.5812 -0.168
H -9.5092 -2.1650 -3.9654 0.0165 -0.0249 0.0037 0.092
H -8.8844 -1.5140 -5.5075 0.0262 0.0152 0.0019 0.091
H -8.0706 -1.0954 -4.0069 0.0038 0.0097 -0.0174 0.088
H -3.8257 -1.0926 -5.4710 0.0018 0.0163 0.0008 0.107
H -2.2034 -0.6674 -3.6578 0.0002 0.0131 0.0153 0.099
H -4.4781 -3.1976 -1.0423 -0.0140 0.0236 0.0084 0.120
H -6.0727 -3.6514 -2.8487 0.0424 0.0181 -0.0031 0.103
```
Positions in Å, forces in eV/Å.